# 1
Density functional theory data (the ωB97M-V functional and the def2-TZVPD basis) for a molecular structure, C11H44F2N22O11Sn in a non-equilibrium geometry.

Values from the calculation:
HOMO level   -0.303 Ha
Kohn-Sham gap   5.20 eV

```
! RIJCOSX wB97M-V def2-TZVPD def2/J DEFGRID3
* xyz 0 1
Sn -1.768 1.692 0.948
F -2.342 1.438 -2.020
F 0.487 -0.312 0.390
C -1.725 4.936 -2.952
O -0.823 5.738 -3.088
N -1.723 4.103 -1.995
N -2.904 5.031 -3.553
H -0.905 4.137 -1.404
H -2.209 3.232 -2.151
H -2.915 5.488 -4.454
H -3.671 4.411 -3.333
C 4.675 -0.307 -2.498
O 4.574 0.846 -2.348
N 3.761 -1.112 -2.945
N 5.665 -1.069 -2.211
H 4.177 -1.965 -3.291
H 2.909 -0.722 -3.321
H 5.455 -2.023 -2.467
H 6.514 -0.548 -2.043
C -2.040 -3.493 -0.019
O -2.956 -4.150 -0.422
N -1.800 -2.293 -0.472
N -1.389 -3.855 0.985
H -1.065 -1.664 -0.179
H -2.329 -1.982 -1.274
H -0.581 -3.296 1.221
H -1.502 -4.804 1.310
C 1.581 3.233 -1.262
O 0.565 3.544 -0.724
N 2.005 1.961 -1.364
N 2.399 4.039 -1.861
H 2.726 1.637 -1.993
H 1.356 1.330 -0.918
H 2.010 4.969 -1.924
H 3.187 3.712 -2.401
C 4.318 0.119 1.914
O 5.431 0.559 1.987
N 3.822 -0.850 2.636
N 3.495 0.620 1.056
H 4.491 -1.453 3.094
H 2.885 -1.182 2.454
H 3.847 1.511 0.737
H 2.558 0.247 1.001
C 0.423 -1.003 -3.376
O 0.806 -1.409 -4.457
N 0.516 -1.588 -2.253
N -0.117 0.195 -3.341
H 0.571 -2.597 -2.235
H 0.345 -1.023 -1.434
H -0.611 0.479 -2.507
H -0.168 0.639 -4.246
C -3.980 -1.671 -2.908
O -4.668 -2.601 -3.365
N -4.259 -1.109 -1.791
N -3.077 -1.092 -3.587
H -4.629 -1.716 -1.074
H -4.047 -0.124 -1.726
H -2.423 -0.400 -3.251
H -2.777 -1.483 -4.469
C 2.500 -3.443 0.737
O 2.322 -3.475 1.913
N 2.479 -4.613 0.172
N 2.524 -2.397 -0.031
H 2.615 -4.794 -0.812
H 2.329 -5.523 0.583
H 2.795 -2.550 -0.992
H 1.928 -1.623 0.224
C -5.305 -0.458 2.046
O -4.340 -0.319 1.314
N -5.360 -0.930 3.214
N -6.443 -0.159 1.456
H -4.549 -1.238 3.732
H -6.319 -1.032 3.512
H -7.347 -0.485 1.764
H -6.303 0.099 0.489
C -0.623 -0.968 4.072
O -1.595 -0.196 3.898
N -0.330 -1.448 5.250
N 0.311 -1.501 3.221
H -0.996 -1.192 5.965
H 0.581 -1.851 5.414
H 0.115 -1.272 2.258
H 1.133 -2.062 3.397
C 0.522 3.126 3.956
O 0.167 2.311 3.166
N 0.125 3.178 5.236
N 1.479 4.080 3.716
H -0.879 3.065 5.243
H 0.507 3.952 5.762
H 1.830 4.662 4.463
H 1.977 4.108 2.838
*
```

Results of the Mulliken charge analysis, in e, for atoms 1 through 6:
1. Sn 1.56
2. F -0.88
3. F -0.95
4. C 0.52
5. O -0.70
6. N -0.21


# 2
Density functional theory data (the ωB97M-V functional and the def2-TZVPD basis) for 11 unconnected molecules or ions with the total composition C11H44N10O11 in a non-equilibrium geometry.

Values from the calculation:
HOMO level   -0.313 Ha
SMILES string   NC(N)=O.NC(N)=O.NC(N)=O.NC(N)=O.NC(N)=O.CO.CO.CO.CO.CO.CO
Kohn-Sham gap   8.17 eV

```
! RIJCOSX wB97M-V def2-TZVPD def2/J DEFGRID3
* xyz 0 1
N 8.023 26.433 -14.841
C 7.061 27.208 -15.219
N 6.134 26.677 -15.966
O 6.926 28.512 -14.800
H 8.918 26.759 -14.367
H 8.195 25.461 -15.352
H 5.335 27.242 -16.233
H 6.202 25.736 -16.427
N 5.762 28.763 -9.821
C 6.380 29.423 -10.780
N 6.199 28.895 -11.926
O 7.156 30.623 -10.632
H 5.918 29.010 -8.868
H 5.260 27.873 -10.086
H 6.615 29.409 -12.656
H 5.838 28.028 -12.215
N 3.324 24.252 -14.909
C 2.586 24.920 -15.755
N 1.311 24.680 -15.597
O 3.229 25.810 -16.551
H 4.300 24.596 -14.735
H 3.077 23.521 -14.247
H 0.674 25.358 -16.092
H 0.777 24.373 -14.765
N 6.760 26.104 -12.471
C 5.460 26.152 -12.339
N 4.909 26.315 -13.432
O 4.846 26.298 -11.111
H 7.265 26.205 -11.547
H 7.372 26.082 -13.348
H 3.905 26.408 -13.484
H 5.469 26.520 -14.292
N 6.674 24.153 -16.829
C 7.965 24.068 -17.038
N 8.684 24.053 -15.902
O 8.511 24.162 -18.364
H 6.119 24.084 -17.698
H 6.210 24.077 -15.861
H 9.683 24.086 -15.968
H 8.272 23.722 -15.097
C 9.612 28.990 -12.123
O 8.972 27.802 -12.481
H 10.672 28.915 -12.093
H 9.320 29.184 -11.149
H 9.310 29.813 -12.721
H 8.072 27.936 -12.193
C 6.507 22.885 -13.399
O 6.207 24.049 -14.217
H 7.098 22.184 -14.007
H 5.622 22.296 -13.129
H 7.094 23.144 -12.586
H 5.865 24.667 -13.532
C 11.262 26.363 -16.354
O 11.230 25.069 -15.692
H 11.098 27.229 -15.723
H 10.569 26.389 -17.149
H 12.301 26.407 -16.780
H 11.857 25.041 -14.941
C 9.910 24.420 -12.645
O 9.470 24.194 -11.347
H 9.782 23.576 -13.317
H 10.891 24.787 -12.558
H 9.290 25.179 -13.121
H 9.834 24.957 -10.846
C 3.712 29.144 -15.733
O 3.768 28.342 -16.888
H 4.478 29.940 -15.783
H 4.022 28.425 -14.937
H 2.681 29.461 -15.500
H 3.262 27.549 -16.942
C 4.883 25.908 -19.162
O 4.692 24.656 -18.589
H 4.083 26.219 -19.858
H 5.887 26.150 -19.522
H 4.786 26.669 -18.355
H 4.087 24.737 -17.961
*
```

Results of the Mulliken charge analysis, in e, for atoms 1 through 6:
1. N 0.29
2. C 1.13
3. N 0.25
4. O -0.80
5. H 0.25
6. H -0.38


# 3
Density functional theory data (the ωB97M-V functional and the def2-TZVPD basis) for a molecular structure, C11H44O11 in a non-equilibrium geometry.

Values from the calculation:
HOMO level   -0.294 Ha
Kohn-Sham gap   8.14 eV

```
! RIJCOSX wB97M-V def2-TZVPD def2/J DEFGRID3
* xyz 0 1
C 2.077 1.386 -2.486
O 3.254 0.603 -2.371
H 1.379 1.134 -1.687
H 2.443 2.386 -2.253
H 1.710 1.349 -3.511
H 2.975 -0.293 -2.575
C -1.853 1.472 -3.111
O -2.466 1.588 -1.875
H -0.979 2.120 -3.044
H -1.502 0.501 -3.459
H -2.578 1.838 -3.838
H -2.323 0.781 -1.376
C -0.783 1.628 2.794
O -2.046 1.070 2.746
H -0.080 1.204 2.077
H -0.804 2.688 2.540
H -0.337 1.598 3.788
H -2.634 1.650 3.235
C -2.530 -1.043 -0.511
O -1.771 -0.458 -1.538
H -2.107 -0.675 0.424
H -3.548 -0.658 -0.571
H -2.471 -2.128 -0.599
H -2.136 -0.693 -2.394
C 0.903 -2.546 2.350
O 1.773 -3.010 1.355
H 0.048 -3.221 2.343
H 1.279 -2.623 3.371
H 0.438 -1.577 2.169
H 2.403 -2.355 1.046
C 1.802 1.908 2.265
O 3.129 2.380 1.926
H 1.561 2.274 3.263
H 0.982 2.002 1.553
H 1.874 0.838 2.460
H 3.141 3.313 2.152
C 3.628 -0.789 -0.108
O 2.445 -1.320 0.413
H 3.753 -1.218 -1.102
H 3.497 0.275 -0.308
H 4.468 -1.035 0.541
H 1.743 -0.959 -0.132
C -2.362 -1.654 2.615
O -1.133 -1.014 2.400
H -2.890 -1.339 3.516
H -3.030 -1.355 1.807
H -2.337 -2.735 2.483
H -1.395 -0.151 2.730
C -0.542 -3.558 -2.974
O -0.917 -2.229 -2.707
H -1.456 -4.079 -3.257
H 0.157 -3.472 -3.806
H -0.029 -4.155 -2.220
H -0.535 -1.954 -1.870
C 0.013 -0.136 0.557
O 0.376 -0.348 -0.748
H -0.619 0.750 0.611
H -0.412 -1.049 0.975
H 0.931 0.228 1.019
H -0.400 -0.234 -1.300
C -0.142 2.766 -1.003
O -1.293 3.600 -0.810
H -0.347 1.946 -0.315
H -0.061 2.390 -2.023
H 0.786 3.263 -0.721
H -2.122 3.130 -0.919
*
```

Results of the Mulliken charge analysis, in e, for atoms 1 through 6:
1. C -0.09
2. O -0.57
3. H -0.36
4. H 0.33
5. H 0.34
6. H 0.31


# 4
Density functional theory data (the ωB97M-V functional and the def2-TZVPD basis) for 11 unconnected molecules or ions with the total composition C11H44O11 in a non-equilibrium geometry.

Values from the calculation:
HOMO level   -0.351 Ha
SMILES string   CO.CO.CO.CO.CO.CO.CO.CO.CO.CO.CO
Kohn-Sham gap   9.89 eV

```
! RIJCOSX wB97M-V def2-TZVPD def2/J DEFGRID3
* xyz 0 1
C 4.313 0.281 0.323
O 3.967 -0.612 -0.800
H 4.960 1.080 -0.033
H 3.441 0.739 0.802
H 4.834 -0.323 1.091
H 4.806 -1.016 -1.066
C -1.689 -1.042 3.683
O -2.750 -1.555 2.949
H -1.791 0.050 3.863
H -1.670 -1.442 4.681
H -0.686 -1.312 3.296
H -2.965 -0.982 2.192
C 1.656 -1.538 -3.626
O 0.465 -0.845 -3.945
H 2.328 -1.517 -4.484
H 2.163 -1.174 -2.716
H 1.329 -2.544 -3.371
H 0.719 0.051 -4.119
C 2.672 -3.107 1.173
O 2.306 -2.802 -0.108
H 3.570 -2.581 1.493
H 1.852 -2.897 1.869
H 2.932 -4.181 1.191
H 2.574 -1.899 -0.328
C -4.740 0.829 0.448
O -4.078 0.613 1.656
H -5.698 0.290 0.464
H -4.858 1.945 0.339
H -4.150 0.514 -0.384
H -4.682 0.764 2.351
C 1.715 1.302 4.073
O 1.671 0.301 3.104
H 2.682 1.778 4.105
H 0.986 2.109 3.962
H 1.550 0.826 5.078
H 1.112 0.627 2.363
C 0.480 0.698 -0.526
O -0.326 0.545 0.616
H 1.159 1.524 -0.328
H 1.023 -0.216 -0.814
H -0.196 0.888 -1.420
H -1.016 -0.146 0.481
C 2.874 1.928 -3.803
O 1.635 1.591 -4.452
H 3.191 2.936 -3.977
H 2.662 1.721 -2.711
H 3.596 1.151 -4.178
H 0.974 2.199 -4.132
C -2.051 2.932 2.126
O -2.123 2.805 0.750
H -2.275 1.952 2.602
H -1.107 3.328 2.488
H -2.862 3.633 2.469
H -1.452 2.120 0.588
C -2.601 0.736 -2.912
O -2.270 -0.613 -3.033
H -3.621 0.879 -2.689
H -2.065 1.182 -2.058
H -2.328 1.230 -3.858
H -1.424 -0.626 -3.453
C -1.659 -2.733 0.371
O -2.438 -1.718 -0.217
H -2.094 -2.905 1.391
H -1.650 -3.683 -0.228
H -0.632 -2.381 0.503
H -2.250 -1.682 -1.165
*
```

Results of the Mulliken charge analysis, in e, for atoms 1 through 6:
1. C -0.54
2. O -0.35
3. H 0.30
4. H 0.13
5. H 0.30
6. H 0.22


# 5
Density functional theory data (the ωB97M-V functional and the def2-TZVPD basis) for a molecular structure, C11H4ClIMoNO5 in a non-equilibrium geometry.

Values from the calculation:
HOMO level (spin up / spin down)   -0.459 / -0.489 Ha
Kohn-Sham gap (spin up / spin down)   5.11 / 6.57 eV

```
! RIJCOSX wB97M-V def2-TZVPD def2/J DEFGRID3
* xyz 1 3
Mo -1.622 0.719 -1.535
O -3.411 -0.766 1.673
C -3.029 -0.612 0.517
O -3.097 0.575 -0.196
C -2.796 -1.644 -1.857
O -3.799 -2.310 -2.084
O -2.289 -0.768 -2.684
Cl 1.318 -0.269 3.265
C 1.845 0.413 1.802
C 3.183 0.813 1.490
C 3.434 1.622 0.331
I 5.454 2.120 0.029
C 2.359 2.046 -0.638
O 2.563 3.007 -1.387
C 0.989 1.346 -0.439
N -0.044 1.381 -1.377
C -2.186 -1.625 -0.400
C -0.773 -1.098 -0.464
C -0.057 -0.724 0.742
C 0.917 0.365 0.679
H 3.917 0.605 2.137
H -2.224 -2.660 0.025
H -0.204 -1.478 -1.369
H -0.448 -1.059 1.738
*
```

Results of the Mulliken charge analysis, in e, for atoms 1 through 6:
1. Mo 1.78
2. O -0.50
3. C 0.48
4. O -0.70
5. C 0.66
6. O -0.51


# 6
Density functional theory data (the ωB97M-V functional and the def2-TZVPD basis) for 17 unconnected molecules or ions with the total composition C11H56NO16 in a non-equilibrium geometry.

Values from the calculation:
HOMO level   -0.459 Ha
Kohn-Sham gap   10.28 eV

```
! RIJCOSX wB97M-V def2-TZVPD def2/J DEFGRID3
* xyz 1 1
C -27.154 -3.893 -5.724
C -25.740 -3.693 -5.414
C -24.760 -4.919 -5.311
C -23.364 -4.412 -4.710
N -22.265 -5.470 -4.593
C -22.073 -6.392 -5.793
C -21.511 -7.668 -5.230
C -21.897 -7.683 -3.646
C -22.632 -6.374 -3.451
C -20.867 -4.814 -4.294
C -20.781 -3.880 -3.065
C -19.396 -3.151 -3.218
H -27.500 -2.960 -5.696
H -27.766 -4.240 -4.994
H -27.485 -4.428 -6.487
H -25.777 -2.938 -4.716
H -25.427 -3.011 -6.207
H -24.486 -5.393 -6.248
H -25.277 -5.677 -4.724
H -23.536 -3.908 -3.921
H -22.621 -3.822 -5.286
H -21.431 -6.018 -6.535
H -23.040 -6.487 -6.081
H -20.540 -7.560 -5.195
H -21.743 -8.613 -5.715
H -21.060 -7.825 -3.064
H -22.564 -8.390 -3.303
H -22.284 -6.107 -2.571
H -23.642 -6.369 -3.506
H -20.701 -4.255 -5.024
H -20.186 -5.652 -4.314
H -20.764 -4.418 -2.130
H -21.450 -3.053 -3.147
H -18.646 -3.827 -2.993
H -19.232 -2.190 -2.636
H -19.189 -3.050 -4.319
O -17.846 -6.463 -4.758
H -17.756 -7.408 -5.005
H -17.224 -5.959 -5.256
O -17.857 -6.204 -1.513
H -17.012 -6.493 -1.336
H -17.753 -6.047 -2.357
O -27.541 -5.911 -2.472
H -27.941 -6.714 -2.137
H -27.612 -6.259 -3.311
O -30.108 -5.981 -8.017
H -29.328 -5.622 -8.282
H -30.417 -6.621 -8.583
O -22.748 -10.478 -1.426
H -21.805 -10.052 -1.413
H -23.015 -10.918 -2.200
O -24.213 -0.869 -4.012
H -25.039 -0.613 -4.197
H -24.143 -1.599 -3.443
O -26.082 -8.349 -6.634
H -26.755 -7.788 -6.105
H -25.763 -7.882 -7.278
O -24.718 -6.628 -8.501
H -24.621 -7.196 -9.346
H -24.954 -5.706 -8.861
O -30.380 -5.578 -4.492
H -30.559 -5.076 -5.255
H -30.312 -4.877 -3.943
O -18.649 0.518 -1.076
H -18.237 -0.220 -1.610
H -17.994 1.165 -0.414
O -22.876 -2.902 -8.080
H -23.669 -3.388 -8.299
H -23.140 -2.116 -7.534
O -28.313 -7.264 -4.877
H -29.177 -6.701 -4.811
H -28.375 -8.034 -4.353
O -16.964 -1.657 -2.136
H -16.336 -1.166 -1.626
H -16.717 -1.772 -2.887
O -19.741 -10.427 -6.865
H -20.615 -10.555 -7.170
H -19.312 -11.158 -7.483
O -20.034 -9.653 -1.358
H -19.572 -9.523 -0.602
H -19.693 -10.355 -1.947
O -21.622 -5.132 -9.313
H -21.128 -4.709 -10.132
H -22.057 -4.541 -8.753
*
```

Results of the Mulliken charge analysis, in e, for atoms 1 through 6:
1. C -2.76
2. C -0.46
3. C 0.25
4. C -1.09
5. N 0.63
6. C -0.24


In the order shown, the computed energy values come out to -2892.0528 -1820.5413 -1272.5973 -1272.9348 -1678.1774 -1710.7205 hartree.